{
  "formula": "C18H28BBeCaCl3F2N2O12",
  "method": "ωB97M-V/def2-TZVPD",
  "species": ["C", "C", "C", "C", "C", "C", "C", "O", "O", "Cl", "C", "C", "B", "O", "O", "C", "N", "H", "H", "H", "H", "H", "H", "H", "H", "H", "H", "H", "H", "H", "H", "C", "C", "C", "C", "N", "H", "H", "H", "H", "H", "H", "H", "O", "H", "H", "Cl", "Be", "O", "H", "F", "C", "O", "O", "O", "H", "C", "C", "O", "C", "O", "O", "F", "H", "H", "H", "Ca", "Cl"],
  "xyz": [[1.477, 1.003, 5.428], [1.668, 2.537, 5.624], [1.322, 3.369, 4.318], [-0.051, 2.853, 3.842], [-0.208, 2.077, 2.705], [-1.551, 1.604, 2.378], [-1.811, 0.718, 1.168], [-2.948, 0.261, 0.926], [-0.728, 0.388, 0.246], [-0.040, -1.147, 0.535], [-2.633, 1.972, 3.267], [-2.392, 2.773, 4.363], [-3.530, 3.242, 5.397], [-3.208, 3.750, 6.643], [-4.825, 3.151, 4.943], [-5.260, 1.823, 5.439], [-1.100, 3.202, 4.640], [2.106, 0.637, 4.593], [1.885, 0.522, 6.342], [0.425, 0.686, 5.354], [2.701, 2.772, 5.929], [0.935, 2.863, 6.392], [2.087, 3.256, 3.535], [1.224, 4.434, 4.616], [0.662, 1.828, 2.081], [-3.631, 1.589, 3.028], [-2.772, 3.096, 7.209], [-6.311, 1.619, 5.206], [-5.015, 1.774, 6.508], [-4.605, 1.075, 4.929], [-0.949, 3.787, 5.455], [3.597, -2.852, -3.726], [2.105, -3.039, -3.610], [1.535, -2.457, -2.325], [2.134, -3.098, -1.143], [2.583, -3.560, -0.186], [4.143, -3.365, -2.932], [3.957, -3.256, -4.681], [3.856, -1.750, -3.678], [1.877, -4.139, -3.670], [1.616, -2.563, -4.462], [0.458, -2.612, -2.298], [1.731, -1.375, -2.272], [-5.312, -0.144, 7.794], [-5.280, -1.106, 7.764], [-5.979, 0.048, 8.464], [-6.864, 3.782, 6.480], [4.816, -0.715, -4.667], [-5.313, -0.589, -1.224], [-4.448, -0.250, -0.980], [0.199, -4.449, -2.887], [2.500, -5.604, -6.142], [2.387, -6.079, -4.985], [1.551, -6.128, -7.001], [3.298, -4.770, -6.603], [1.139, -6.699, -6.328], [2.508, -0.677, -8.921], [1.600, 0.275, -8.204], [2.116, 0.226, -6.864], [3.380, -0.054, -6.986], [4.189, 0.098, -6.058], [3.729, -0.505, -8.185], [0.324, -0.163, -8.203], [2.183, -1.717, -8.846], [2.636, -0.424, -9.970], [1.635, 1.299, -8.566], [-1.506, 2.342, -0.352], [1.997, 2.552, -6.584]],
  "forces_ev_per_angstrom": [[1.042, 0.269, 0.816], [-0.729, -0.134, -0.837], [-0.823, -0.708, 0.819], [1.500, 0.947, -0.125], [-1.327, 0.200, 0.006], [1.320, -1.190, -1.238], [-1.681, -0.398, 3.259], [1.246, 0.847, -0.699], [-0.402, 0.788, 1.182], [0.253, -0.213, -0.182], [0.572, -0.061, -0.856], [0.432, 0.324, 0.207], [-1.552, 0.459, -0.263], [0.369, -0.829, -0.510], [1.185, -1.084, -0.032], [1.244, -0.353, -0.191], [-0.462, -1.141, -1.339], [-0.600, 0.084, 0.238], [-0.302, 0.123, -0.531], [0.448, 0.199, -0.265], [-0.538, -0.064, 0.047], [0.760, -0.055, -0.125], [-0.366, 0.008, 0.306], [0.160, -0.492, -0.408], [-0.394, -0.014, 0.523], [0.351, 0.344, 0.309], [0.046, 0.397, 0.082], [0.440, 0.439, 0.188], [-0.713, -0.155, -0.369], [-0.549, 0.106, 0.213], [-0.075, -0.052, -0.146], [-0.007, -2.395, -0.872], [-0.034, 1.246, -0.118], [0.346, 0.218, 0.186], [-0.310, 0.064, 0.309], [-0.098, 0.335, -0.346], [0.242, 0.496, 0.115], [-0.085, -0.032, -0.086], [0.424, 1.638, 0.258], [-0.150, -0.251, 0.080], [-0.201, -0.266, 0.005], [0.059, -0.298, -0.065], [0.237, 0.020, 0.080], [0.023, -0.211, 0.138], [0.013, 0.028, -0.022], [-0.008, 0.115, -0.074], [-0.742, 0.603, 0.543], [-2.205, 0.601, -2.493], [-0.196, 0.328, -0.003], [0.477, -0.195, 0.258], [0.030, -0.134, -0.130], [-0.265, -0.293, 0.089], [0.729, 0.741, 0.171], [0.181, -0.035, 0.253], [0.089, 0.432, 0.289], [-0.505, -0.143, -0.592], [-0.281, -0.462, -0.649], [-1.108, -0.421, -0.696], [1.346, -2.454, -0.196], [-1.848, -0.635, -1.136], [2.094, -1.573, 3.094], [0.694, 0.522, 1.037], [0.163, 0.003, 0.209], [0.016, 0.037, 0.194], [0.338, 0.119, 0.132], [0.021, 0.121, 0.396], [-0.339, 0.571, -1.114], [0.002, 2.964, 0.677]],
  "gap_ev": 1.4,
  "total_energy_ev": -109170.2858,
  "lumo_ha": -0.21463
}